{"formula": "C33H88O11", "method": "ωB97M-V/def2-TZVPD", "e_above_lowest_kcal_mol": 46.1, "smiles": "CC(C)O.CC(C)O.CC(C)O.CC(C)O.CC(C)O.CC(C)O.CC(C)O.CC(C)O.CC(C)O.CC(C)O.CC(C)O", "symbols": ["C", "C", "C", "O", "H", "H", "H", "H", "H", "H", "H", "H", "C", "C", "C", "O", "H", "H", "H", "H", "H", "H", "H", "H", "C", "C", "C", "O", "H", "H", "H", "H", "H", "H", "H", "H", "C", "C", "C", "O", "H", "H", "H", "H", "H", "H", "H", "H", "C", "C", "C", "O", "H", "H", "H", "H", "H", "H", "H", "H", "C", "C", "C", "O", "H", "H", "H", "H", "H", "H", "H", "H", "C", "C", "C", "O", "H", "H", "H", "H", "H", "H", "H", "H", "C", "C", "C", "O", "H", "H", "H", "H", "H", "H", "H", "H", "C", "C", "C", "O", "H", "H", "H", "H", "H", "H", "H", "H", "C", "C", "C", "O", "H", "H", "H", "H", "H", "H", "H", "H", "C", "C", "C", "O", "H", "H", "H", "H", "H", "H", "H", "H"], "positions_angstrom": [[-0.289, -0.532, -1.376], [0.163, 0.856, -0.907], [-0.955, 1.608, -0.259], [1.240, 0.741, 0.025], [-1.147, -0.490, -2.052], [-0.459, -1.180, -0.513], [0.500, -1.015, -1.972], [0.512, 1.449, -1.766], [-0.623, 2.547, 0.181], [-1.378, 1.039, 0.586], [-1.794, 1.686, -0.946], [1.888, 0.119, -0.342], [3.587, 2.542, 4.220], [2.678, 1.623, 3.512], [1.226, 1.917, 3.815], [2.952, 1.768, 2.116], [4.591, 2.421, 3.782], [3.746, 2.261, 5.262], [3.335, 3.593, 4.085], [2.929, 0.594, 3.810], [0.506, 1.290, 3.283], [0.991, 2.961, 3.573], [1.025, 1.821, 4.889], [2.209, 1.386, 1.627], [-2.048, -5.188, 2.722], [-3.156, -4.262, 2.299], [-2.803, -3.357, 1.116], [-4.308, -5.047, 1.907], [-1.129, -4.737, 3.106], [-1.744, -5.829, 1.886], [-2.397, -5.854, 3.517], [-3.492, -3.601, 3.107], [-1.731, -3.155, 1.094], [-3.302, -2.388, 1.168], [-3.090, -3.781, 0.150], [-4.543, -5.613, 2.649], [-5.810, -0.282, -3.130], [-6.802, 0.833, -3.426], [-8.245, 0.429, -3.204], [-6.453, 1.998, -2.693], [-5.604, -0.320, -2.055], [-4.832, -0.112, -3.587], [-6.162, -1.265, -3.450], [-6.665, 1.133, -4.469], [-8.406, -0.628, -3.430], [-8.922, 1.000, -3.841], [-8.585, 0.566, -2.172], [-6.914, 1.977, -1.846], [3.740, -3.094, 3.764], [2.451, -2.409, 3.479], [2.392, -1.928, 2.026], [1.379, -3.322, 3.735], [4.610, -2.525, 3.425], [3.774, -4.058, 3.244], [3.846, -3.336, 4.824], [2.306, -1.530, 4.115], [1.380, -1.702, 1.681], [2.719, -2.735, 1.363], [2.990, -1.024, 1.885], [1.041, -3.605, 2.877], [-1.297, 5.564, -0.460], [0.155, 5.922, -0.672], [0.469, 6.522, -2.030], [0.521, 6.868, 0.362], [-1.822, 6.492, -0.214], [-1.324, 4.854, 0.364], [-1.848, 5.139, -1.296], [0.777, 5.035, -0.549], [-0.149, 7.395, -2.241], [0.255, 5.782, -2.814], [1.533, 6.743, -2.129], [1.441, 6.710, 0.595], [1.382, -4.481, -1.508], [0.710, -5.232, -0.374], [1.493, -6.464, 0.056], [0.624, -4.341, 0.766], [0.693, -3.708, -1.865], [1.580, -5.127, -2.359], [2.244, -3.958, -1.090], [-0.281, -5.612, -0.629], [1.012, -6.924, 0.925], [2.538, -6.241, 0.272], [1.457, -7.232, -0.725], [-0.293, -4.313, 1.048], [-2.116, 4.276, 3.293], [-3.226, 5.330, 3.371], [-2.953, 6.301, 4.516], [-3.265, 6.039, 2.129], [-2.003, 3.693, 4.210], [-1.172, 4.789, 3.079], [-2.279, 3.575, 2.471], [-4.198, 4.849, 3.494], [-3.732, 7.060, 4.595], [-1.995, 6.809, 4.340], [-2.842, 5.803, 5.482], [-2.670, 6.794, 2.204], [-2.327, -5.378, -4.977], [-2.222, -4.495, -3.732], [-3.632, -4.059, -3.331], [-1.594, -5.211, -2.662], [-2.872, -4.832, -5.756], [-2.939, -6.258, -4.743], [-1.377, -5.706, -5.390], [-1.608, -3.630, -3.988], [-4.030, -3.259, -3.957], [-3.612, -3.669, -2.308], [-4.315, -4.913, -3.332], [-2.127, -5.998, -2.505], [5.384, -0.456, -2.747], [4.431, -1.211, -1.864], [5.148, -2.196, -0.961], [3.572, -0.323, -1.131], [6.289, -1.042, -2.947], [5.753, 0.442, -2.242], [4.957, -0.201, -3.715], [3.737, -1.805, -2.463], [5.428, -3.073, -1.547], [4.486, -2.545, -0.166], [6.043, -1.761, -0.510], [4.073, 0.190, -0.483], [2.905, 3.660, -1.148], [4.410, 3.596, -1.029], [5.081, 3.491, -2.413], [4.792, 4.767, -0.338], [2.432, 2.742, -1.502], [2.744, 4.371, -1.968], [2.489, 3.876, -0.168], [4.669, 2.690, -0.452], [5.049, 4.475, -2.885], [4.575, 2.742, -3.023], [6.123, 3.165, -2.337], [5.751, 4.846, -0.370]], "mulliken_charge": [-1.819, 1.062, -1.501, 0.438, 0.627, 0.189, 0.305, 0.113, 0.151, 0.316, 0.529, -0.132, -1.758, 1.699, -1.371, -0.514, 0.391, 0.409, 0.376, -0.531, 0.355, 0.278, 0.496, 0.126, -1.062, 0.529, -0.486, -0.572, 0.106, 0.284, 0.448, 0.138, -0.289, 0.454, 0.200, 0.314, -1.119, 0.462, -1.249, -0.519, 0.255, 0.324, 0.353, 0.193, 0.307, 0.324, 0.356, 0.316, -1.371, 0.791, -1.041, -0.646, 0.337, 0.287, 0.357, 0.112, 0.275, 0.050, 0.496, 0.318, -1.130, 2.365, -1.491, -0.618, 0.334, 0.001, 0.376, -1.163, 0.355, 0.327, 0.335, 0.367, -0.863, 0.875, -1.590, 0.182, -0.056, 0.514, 0.080, 0.081, 0.377, 0.305, 0.424, -0.380, -0.959, 0.245, -1.387, -0.525, 0.520, 0.209, 0.165, 0.281, 0.353, 0.363, 0.386, 0.342, -1.450, 0.446, -1.127, -0.408, 0.376, 0.386, 0.344, 0.257, 0.401, 0.106, 0.387, 0.285, -1.242, 0.538, -1.321, -0.499, 0.394, 0.221, 0.347, 0.182, 0.425, 0.131, 0.459, 0.102, -0.705, 0.804, -1.570, -0.581, 0.030, 0.424, 0.123, -0.017, 0.434, 0.253, 0.470, 0.328]}